1.
2 unconnected molecules or ions with the total composition C2H8NO2P in a non-equilibrium geometry, computed with wB97M-V/def2-TZVPD.

```
! wB97M-V def2-TZVPD RIJCOSX def2/J DEFGRID3
* xyz 0 1
C -0.85038 1.61914 -0.09934
C -0.11252 0.46615 -0.63067
N -1.21780 -1.45830 0.46506
O 1.61362 -1.56421 -0.32678
O 2.37945 0.68734 0.51876
P 1.20678 -0.19630 0.39541
H -0.22717 2.50912 -0.21550
H -1.00877 1.49698 0.96995
H -1.79392 1.79483 -0.60562
H -0.20500 0.16414 -1.66192
H -2.15291 -1.22543 0.13204
H -0.85363 -2.18029 -0.15603
H 2.57370 -1.54440 -0.37874
H 0.64856 -0.56879 1.59339
*
```

**Energy**: -627.5258 hartree
**Highest occupied orbital energy (spin up / spin down)**: -9.056 / -10.204 eV
**ΔE to the lowest compared entry with this formula, charge and spin**: 81.7 kcal per mole
**LUMO energy (spin up / spin down)**: -0.024 / -0.017 hartree

---

2.
C18H24N4O5S in the gas phase, computed with wB97M-V/def2-TZVPD.

```
! wB97M-V def2-TZVPD RIJCOSX def2/J DEFGRID3
* xyz 0 1
C -9.27196 -2.53254 0.01696
O -8.08464 -2.91299 0.67268
C -6.90390 -2.53130 0.02144
C -6.65189 -1.01892 0.02927
N -5.29027 -0.75273 -0.37880
C -4.79869 0.51283 -0.36474
S -5.70882 1.75324 0.24512
N -3.55207 0.70944 -0.88379
C -2.98113 2.04117 -0.87921
C -2.09607 2.24350 0.35243
N -1.07066 1.21498 0.37443
C 0.21416 1.56812 0.24628
O 0.56944 2.74313 0.19065
C 1.31666 0.49262 0.18660
O 1.13407 -0.71022 0.14136
N 2.51022 1.11901 0.17654
C 3.79799 0.60204 0.12193
C 4.05607 -0.76805 0.08637
C 5.35800 -1.22196 0.03156
C 6.42045 -0.32159 0.01157
C 7.83234 -0.76299 -0.04811
O 8.77627 -0.01012 -0.06283
O 7.94444 -2.10040 -0.08730
C 9.25267 -2.64926 -0.14566
C 6.15856 1.04802 0.04881
C 4.86185 1.50705 0.10354
C -1.62735 -0.11718 0.37914
C -2.51701 -0.30369 -0.86243
H -10.08161 -3.03159 0.54546
H -9.26631 -2.85826 -1.03026
H -9.43257 -1.45066 0.05502
H -6.90465 -2.89917 -1.01901
H -6.10218 -3.03093 0.57326
H -7.35954 -0.49909 -0.63002
H -6.79114 -0.62913 1.04179
H -4.90775 -1.40472 -1.04789
H -3.79116 2.77081 -0.87876
H -2.38371 2.15624 -1.78859
H -1.60996 3.21849 0.32492
H -2.70772 2.16210 1.25589
H 2.41411 2.13733 0.19648
H 3.23377 -1.46389 0.10148
H 5.55898 -2.28098 0.00399
H 9.98810 -1.84858 -0.24528
H 9.43604 -3.21168 0.77081
H 9.30110 -3.31691 -1.00583
H 6.99155 1.73405 0.03348
H 4.65803 2.56758 0.13212
H -0.83266 -0.85995 0.38724
H -2.24608 -0.22892 1.27736
H -2.93721 -1.30754 -0.84531
H -1.90804 -0.19228 -1.76558
*
```

**SMILES**: COCCNC(=S)N1CCN(C(=O)C(=O)Nc2ccc(C(=O)OC)cc2)CC1
**Energy**: -1693.7588 hartree
**Highest occupied orbital energy**: -8.296 eV
**ΔE to the lowest compared entry with this formula, charge and spin**: 5.2 kcal per mole
**LUMO energy**: 0.000 hartree

---

Please write out number 2 again, unchanged.
C18H24N4O5S in the gas phase, computed with wB97M-V/def2-TZVPD.

```
! wB97M-V def2-TZVPD RIJCOSX def2/J DEFGRID3
* xyz 0 1
C -9.27196 -2.53254 0.01696
O -8.08464 -2.91299 0.67268
C -6.90390 -2.53130 0.02144
C -6.65189 -1.01892 0.02927
N -5.29027 -0.75273 -0.37880
C -4.79869 0.51283 -0.36474
S -5.70882 1.75324 0.24512
N -3.55207 0.70944 -0.88379
C -2.98113 2.04117 -0.87921
C -2.09607 2.24350 0.35243
N -1.07066 1.21498 0.37443
C 0.21416 1.56812 0.24628
O 0.56944 2.74313 0.19065
C 1.31666 0.49262 0.18660
O 1.13407 -0.71022 0.14136
N 2.51022 1.11901 0.17654
C 3.79799 0.60204 0.12193
C 4.05607 -0.76805 0.08637
C 5.35800 -1.22196 0.03156
C 6.42045 -0.32159 0.01157
C 7.83234 -0.76299 -0.04811
O 8.77627 -0.01012 -0.06283
O 7.94444 -2.10040 -0.08730
C 9.25267 -2.64926 -0.14566
C 6.15856 1.04802 0.04881
C 4.86185 1.50705 0.10354
C -1.62735 -0.11718 0.37914
C -2.51701 -0.30369 -0.86243
H -10.08161 -3.03159 0.54546
H -9.26631 -2.85826 -1.03026
H -9.43257 -1.45066 0.05502
H -6.90465 -2.89917 -1.01901
H -6.10218 -3.03093 0.57326
H -7.35954 -0.49909 -0.63002
H -6.79114 -0.62913 1.04179
H -4.90775 -1.40472 -1.04789
H -3.79116 2.77081 -0.87876
H -2.38371 2.15624 -1.78859
H -1.60996 3.21849 0.32492
H -2.70772 2.16210 1.25589
H 2.41411 2.13733 0.19648
H 3.23377 -1.46389 0.10148
H 5.55898 -2.28098 0.00399
H 9.98810 -1.84858 -0.24528
H 9.43604 -3.21168 0.77081
H 9.30110 -3.31691 -1.00583
H 6.99155 1.73405 0.03348
H 4.65803 2.56758 0.13212
H -0.83266 -0.85995 0.38724
H -2.24608 -0.22892 1.27736
H -2.93721 -1.30754 -0.84531
H -1.90804 -0.19228 -1.76558
*
```

**SMILES**: COCCNC(=S)N1CCN(C(=O)C(=O)Nc2ccc(C(=O)OC)cc2)CC1
**Energy**: -1693.7588 hartree
**Highest occupied orbital energy**: -8.296 eV
**ΔE to the lowest compared entry with this formula, charge and spin**: 5.2 kcal per mole
**LUMO energy**: 0.000 hartree